{"formula": "C34H29N4O4SSbTa", "method": "ωB97M-V/def2-TZVPD", "elements": ["Ta", "N", "N", "C", "O", "O", "H", "H", "H", "O", "C", "N", "C", "C", "O", "N", "C", "C", "C", "C", "C", "C", "C", "C", "C", "C", "C", "C", "H", "H", "H", "H", "H", "H", "H", "H", "H", "H", "H", "S", "Sb", "C", "C", "C", "C", "C", "C", "C", "C", "C", "C", "C", "C", "C", "C", "C", "C", "C", "C", "H", "H", "H", "H", "H", "H", "H", "H", "H", "H", "H", "H", "H", "H", "H"], "xyz": [[-1.0062, 0.0201, 0.3690], [-1.6738, -0.5820, 2.5473], [-2.5801, -1.6868, 2.4931], [-2.5212, -2.3972, 1.3375], [-3.1633, -3.3285, 0.9945], [-1.7086, -1.6532, 0.3929], [-0.9202, -0.8661, 3.1928], [-2.0951, 0.2047, 3.0154], [-3.2036, -1.9458, 3.3170], [-1.2281, 2.9138, 2.9635], [-1.3612, 3.1295, 1.7677], [-1.3788, 4.1747, 0.8724], [-1.6979, 3.8473, -0.6187], [-1.6584, 2.2962, -0.3308], [-1.4891, 1.2557, -1.1392], [-1.6888, 1.9563, 0.9239], [-0.7086, 4.4576, -1.6462], [0.3673, 3.7738, -2.1334], [1.2704, 4.4944, -2.9734], [0.9588, 5.7672, -3.3654], [-0.1342, 6.4287, -2.8414], [-0.9807, 5.7878, -1.9760], [-3.1965, 4.0178, -0.9497], [-3.5149, 3.8422, -2.2738], [-4.8056, 3.5409, -2.6580], [-5.8362, 3.5478, -1.7391], [-5.5111, 3.7093, -0.3794], [-4.2102, 3.9447, -0.0025], [-0.9535, 5.0772, 1.1515], [0.7283, 2.7555, -1.8739], [2.1518, 3.9156, -3.3103], [1.5706, 6.2552, -4.1150], [-0.3602, 7.4500, -3.1025], [-1.8065, 6.3078, -1.5707], [-2.7555, 3.7894, -3.0429], [-5.0726, 3.4534, -3.7225], [-6.8848, 3.2963, -2.0361], [-6.3603, 3.6391, 0.2752], [-4.0294, 3.9660, 1.0674], [1.1676, -0.2142, 0.6560], [2.0849, -2.7800, 0.5718], [1.4029, -3.4004, -1.2869], [2.1799, -3.2536, -2.4632], [1.7665, -3.8377, -3.6142], [0.5483, -4.5483, -3.5954], [-0.2223, -4.6518, -2.4801], [0.1550, -4.0595, -1.2867], [1.0706, -3.5012, 2.2821], [0.2510, -4.6367, 2.0873], [-0.2713, -5.3048, 3.2438], [0.0657, -4.8347, 4.4853], [0.8640, -3.6759, 4.6443], [1.3618, -2.9833, 3.5811], [4.0327, -2.0487, 0.7408], [4.5222, -1.0763, -0.1570], [5.8438, -0.6676, -0.0646], [6.6367, -1.0602, 1.0005], [6.1132, -1.9376, 1.9439], [4.8210, -2.4700, 1.8195], [3.1265, -2.7452, -2.4290], [2.3532, -3.7926, -4.5252], [0.2060, -4.9939, -4.5380], [-1.1362, -5.2496, -2.5076], [-0.4718, -4.2102, -0.4212], [0.0994, -5.0455, 1.0603], [-0.8687, -6.1740, 3.0809], [-0.2376, -5.3854, 5.3597], [1.1248, -3.3396, 5.6414], [2.0053, -2.0846, 3.7362], [3.9403, -0.7539, -0.9842], [6.1038, 0.0536, -0.8100], [7.6289, -0.5455, 1.0466], [6.7466, -2.1647, 2.7783], [4.4336, -3.1827, 2.5232]], "atomic_forces_ev_per_a": [[-0.5, 1.3, 1.1], [0.4, -0.5, 0.9], [-0.1, 0.3, 0.8], [-1.7, 0.1, -1.1], [1.0, 0.2, 0.4], [-0.8, -1.8, 0.0], [0.1, 0.3, -0.5], [-0.6, 0.6, 0.2], [1.2, 0.4, -1.6], [0.2, 1.3, -2.2], [-0.9, -0.6, 0.6], [0.6, 0.4, 0.5], [0.3, -1.3, 1.9], [0.6, 0.9, -1.6], [-0.2, 0.2, -0.1], [0.6, -0.5, 0.4], [-1.8, -0.6, 1.8], [2.4, 0.3, -0.6], [-0.5, -2.1, 0.5], [0.8, 0.3, -0.7], [-0.4, 0.4, 0.0], [1.0, -0.7, -0.2], [0.7, -0.4, 0.3], [0.1, -0.7, -1.1], [-1.1, 0.9, -1.1], [-0.4, -0.8, 0.5], [-1.0, 0.1, -1.5], [-0.1, -0.3, 1.1], [-0.6, -0.7, -0.4], [-0.9, 0.7, 0.1], [-0.6, 0.8, -0.1], [0.1, 0.1, 0.2], [0.1, 0.1, -0.2], [-0.8, 0.3, 0.4], [0.2, 0.2, 0.1], [0.4, -0.2, 0.5], [1.1, 0.4, 0.3], [0.2, 0.1, 0.7], [0.3, 0.3, -0.1], [0.7, -0.2, -0.1], [-0.2, 1.0, 0.1], [-0.6, 0.0, 0.3], [0.4, 0.2, 1.5], [-1.1, -0.7, -0.6], [0.8, 0.2, -1.9], [-1.2, -0.5, 0.8], [1.0, -0.1, -0.5], [-0.1, -0.4, -0.2], [0.3, -0.1, 0.5], [0.8, 1.1, -1.8], [0.5, 0.5, 0.3], [-0.4, -0.5, 0.8], [0.5, 0.5, -1.3], [0.4, 0.4, 0.2], [0.2, -1.5, 0.4], [-1.5, 0.2, 0.0], [0.5, 0.9, -0.4], [0.1, 0.1, -0.1], [0.4, 0.5, -0.5], [0.3, 0.2, 0.1], [-0.1, 0.1, 0.1], [0.2, 0.0, 0.5], [0.2, 0.3, 0.0], [0.0, 0.3, 0.0], [0.1, 0.2, 1.3], [-0.3, -0.5, 0.1], [-0.1, 0.0, 0.2], [-0.1, -0.1, 0.0], [-0.5, -0.9, -0.2], [-0.5, 0.4, -0.6], [0.8, 0.3, -0.2], [-0.8, -1.0, 0.4], [0.0, -0.4, 0.4], [0.1, -0.2, 0.4]], "total_energy_ev": -68777.2468, "multiplicity": 1, "homo_energy_ev": -15.80, "charge": 3}